# C18H20AsBCrN6O2S4

C18H20AsBCrN6O2S4 as an isolated structure (the ωB97M-V functional and the def2-TZVPD basis, the Open Molecules 2025 dataset).

Each line ends with the Mulliken spin population.
Positions of all 53 atoms, in Å:
As -2.27580 -1.47839 -1.71264  0.01
Cr 0.27321 -0.45118 -0.02744  3.24
S -3.57982 -2.39635 -0.32453  0.01
S -2.78638 -1.43027 -3.73715  0.02
S -0.13073 -2.20122 -1.49607  -0.09
S -1.64216 0.52102 -0.95190  -0.08
O -3.30603 3.55331 4.45295  0.00
O -2.80248 -3.36572 5.64373  0.00
N -0.18766 1.03355 1.52811  0.00
N 3.18023 -0.10319 1.12162  0.00
N 1.50283 0.53253 -1.38447  -0.10
N -0.82363 -1.48878 1.46381  -0.06
N 2.79462 0.88734 -1.23500  0.02
N 2.00377 -0.74280 1.24110  -0.04
C -2.01170 1.65711 2.92746  0.00
C -2.36010 -1.30726 3.28012  -0.01
C 2.26490 1.26139 -3.35147  0.00
C -2.50364 -2.68742 3.33093  0.00
C 0.14414 2.31745 1.40956  0.01
C 1.17373 0.74557 -2.66214  0.02
C 3.26936 1.33356 -2.40402  0.01
C -1.76914 -3.44520 2.43988  -0.01
C 2.04778 -1.41322 2.39810  0.02
C -0.56493 3.32556 2.02923  0.00
C -2.53421 4.07682 3.38582  0.00
C 3.95310 -0.36829 2.18112  0.01
C -1.68032 2.99347 2.78708  0.00
C -3.40176 -3.33355 4.35040  0.00
C 3.26703 -1.21016 3.03511  0.00
C -1.23838 0.70044 2.28381  0.01
C -0.95878 -2.81302 1.51355  0.02
C -1.51127 -0.74321 2.34524  0.01
B 3.57635 0.99457 0.08436  0.00
H 3.39937 2.08480 0.59824  0.00
H -0.41816 -3.36009 0.75397  0.00
H 1.21398 -2.01293 2.71308  0.00
H -4.05854 4.12904 4.60709  0.00
H -2.88171 1.38283 3.50277  0.00
H 4.93276 0.07301 2.25114  0.00
H -3.18053 4.47272 2.59450  0.00
H 2.31634 1.52308 -4.39316  0.00
H 4.74175 0.81900 -0.17590  0.00
H -1.90993 -3.71387 5.55047  0.00
H -1.85914 -4.52327 2.41451  0.00
H -4.31961 -2.75723 4.46162  0.00
H -2.90140 -0.68598 3.97973  0.00
H -0.25955 4.35616 1.90169  0.00
H 0.18373 0.49216 -3.00384  0.01
H -3.67065 -4.34073 4.01832  0.00
H -1.89192 4.89294 3.73398  0.00
H 4.29089 1.66691 -2.47277  0.00
H 3.60252 -1.61921 3.97172  0.00
H 1.00328 2.52641 0.78188  -0.01

Cartesian forces (eV/Å) of the 2 atoms listed first:
As 0.3 0.0 0.0
Cr -0.2 0.1 0.2

Calculated values
Energy relative to the best compared isomer or geometry (same formula, charge and spin) = 56.2 kJ/mol
Orbital gap (spin up / spin down) = 0.2125 / 0.2109 hartree
Charge = -1
<S²> = 3.827
Maximum force = 0.43 eV Å⁻¹
HOMO energy (spin up / spin down) = -4.01 / -4.04 eV
Spin multiplicity = 4

# C18H20Br2F5N2O4

An isolated ion of composition C18H20Br2F5N2O4 and charge +1 in a non-equilibrium geometry (the ωB97M-V functional and the def2-TZVPD basis, the Open Molecules 2025 dataset).

Each line ends with the Mulliken charge.
Positions of all 51 atoms, in Å:
Br -3.55642 0.69563 1.89993  -0.09
Br 0.50652 0.99117 4.02720  -0.02
F -0.94398 2.57853 -2.15358  -0.26
F 0.98062 2.81646 -0.55210  -0.24
F -1.93911 3.54471 -0.51759  -0.28
F -0.28938 2.88958 1.20132  -0.30
F -2.16761 1.41453 -0.79930  -0.08
O 4.62150 -0.83390 -0.02858  -0.56
O 3.13068 0.46588 -1.11654  -0.19
O -3.69528 -2.32761 -0.32485  -0.39
O 0.20267 -2.94086 3.12773  -0.40
N 0.75990 -0.96112 1.93032  -0.88
N -1.25568 -0.92506 0.71024  0.30
C 3.19846 -0.27706 -2.34060  -0.69
C -2.10589 0.98076 3.09344  0.79
C -0.06836 2.21440 0.06154  0.42
C 4.62137 1.51213 0.44052  -1.00
C 0.66630 0.14585 -2.22785  -1.48
C -2.46690 1.62225 4.39503  -1.56
C -0.86609 0.61192 2.76390  -1.15
C 0.44434 -2.01202 2.48506  0.63
C -0.37165 -0.03298 1.47396  2.39
C 4.16402 0.25119 -0.24287  0.84
C -1.61565 -1.95330 -1.44668  -1.12
C 0.35285 0.77955 0.37735  -0.97
C -0.86403 -1.08434 -0.51033  -1.03
C -1.29957 2.43854 -0.88456  0.41
C -3.10516 -1.59679 -1.27916  0.51
C -4.12217 -2.68571 -1.82636  -0.90
C 1.80050 -0.70159 -2.81549  -1.15
C 0.37484 -0.26450 -0.77039  -0.05
H -2.21045 0.96490 5.22668  0.38
H -3.38038 -0.55862 -1.44099  0.48
H -3.51913 1.88440 4.44088  0.42
H 0.94264 1.19199 -2.31080  0.43
H -0.20940 0.01123 -2.86527  0.89
H 3.82979 -1.15954 -2.25775  0.46
H 5.17692 1.26465 1.33786  0.34
H -4.56085 -3.64438 -1.53450  0.44
H -1.55318 -3.00827 -1.17941  0.50
H 5.19327 2.10909 -0.26668  0.28
H 3.66880 0.36228 -3.09133  0.34
H 1.38830 0.84814 0.70568  0.89
H 1.80281 -0.68434 -3.90487  0.48
H -2.10706 -1.39025 1.02854  0.54
H -1.87294 2.52725 4.53038  0.41
H 3.73155 2.06865 0.74589  0.28
H -1.36608 -1.76274 -2.48826  0.41
H 1.66479 -1.75492 -2.54624  0.34
H 1.16293 -0.99629 -0.54898  0.98
H -3.25943 -3.20578 -2.33920  0.21

Cartesian forces (eV/Å) of the 2 atoms listed first:
Br -0.1 0.1 0.2
Br -0.1 0.1 -0.3

Calculated values
Orbital gap = 0.3032 hartree
Charge = +1
SMILES = CC(=O)OCCC[C@@H]1C(C[C@H]2CO2)=[NH+][C@](N=C=O)(/C(Br)=C(/C)Br)[C@@H]1C(F)(F)C(F)(F)F
Maximum force = 3.25 eV Å⁻¹
HOMO energy = -12.57 eV

Number 1: DFT total energy -6075.048016 a.u.. Number 2: DFT total energy -6755.317605 a.u..